1.
{
  "formula": "C2H7NS2",
  "method": "ωB97M-V/def2-TZVPD",
  "species": ["C", "C", "N", "S", "S", "H", "H", "H", "H", "H", "H", "H"],
  "xyz": [[-2.1595, 2.0397, -1.0260], [-0.5322, -2.6502, 0.4689], [-0.7757, 1.7024, -0.5576], [1.0760, -2.5516, 0.8254], [-0.6370, 0.5927, 0.6705], [-2.5391, 1.2416, -1.6835], [-2.7376, 2.1397, -0.1152], [-2.2414, 3.0314, -1.4750], [-1.2049, -3.5499, 0.6008], [-0.8954, -1.8844, -0.2402], [-0.0553, 1.9196, -1.1959], [1.0730, -1.1856, 0.4746]],
  "forces_ev_per_angstrom": [[0.7910, -0.0540, 0.6560], [-3.2763, -0.6399, -1.3047], [-2.3284, -0.3575, 0.7083], [1.5315, 1.3511, 0.1561], [0.2641, 0.9296, -0.7824], [-0.0142, 0.4310, 0.2471], [-0.3623, -0.4396, 0.0248], [0.4869, -0.1899, -0.3948], [1.3170, 1.1078, 0.0575], [-0.0091, -0.7329, 0.5954], [1.0634, -0.0603, -0.4378], [0.5364, -1.3454, 0.4745]],
  "lowdin_charge": [-0.169, -0.617, -0.552, 0.637, 0.657, 0.080, 0.052, 0.072, 0.020, -0.055, 0.048, -0.171],
  "max_force_ev_per_a": 3.58,
  "e_tot_ha": -931.40073,
  "e_above_lowest_kcal_mol": 77.1,
  "orbital_gap_ev": [9.1, 5.8],
  "homo_ev": [-8.48, -6.81]
}

=====

2.
{
  "formula": "C2H7O",
  "method": "ωB97M-V/def2-TZVPD",
  "species": ["O", "H", "C", "C", "H", "H", "H", "H", "H", "H"],
  "xyz": [[-1.5569, 2.0630, -0.9645], [-2.4917, 2.1060, -1.1768], [0.3111, -1.2451, 0.0704], [0.6961, 0.1865, 0.4559], [1.0793, -1.9349, 0.4312], [-0.6758, -1.4604, 0.4753], [0.2642, -1.3759, -1.0124], [1.5981, 0.5435, -0.0455], [0.8724, 0.2094, 1.5375], [-0.0967, 0.9078, 0.2288]],
  "forces_ev_per_angstrom": [[0.2825, -0.0872, 0.1237], [-0.2135, 0.0204, -0.0431], [0.4127, 0.5610, -0.2900], [-0.1878, 0.0932, 0.2397], [-0.2631, -0.2503, 0.1548], [0.0559, -0.3050, 0.0816], [-0.1311, 0.1192, -0.0045], [0.0855, -0.1747, -0.0060], [0.1112, 0.1164, -0.0177], [-0.1522, -0.0930, -0.2386]],
  "lowdin_charge": [-0.646, -0.236, -0.188, -0.191, 0.042, 0.054, 0.053, 0.052, 0.047, 0.014],
  "charge": -1,
  "max_force_ev_per_a": 0.75,
  "e_tot_ha": -155.60720,
  "e_above_lowest_kcal_mol": 0.3,
  "orbital_gap_ev": 6.6,
  "homo_ev": -2.13
}

=====

3.
{
  "formula": "C2H7O2",
  "method": "ωB97M-V/def2-TZVPD",
  "species": ["O", "H", "C", "O", "C", "H", "H", "H", "H", "H", "H"],
  "xyz": [[1.2950, -1.3490, 0.6629], [1.9179, -1.0839, 1.3386], [-0.5364, 0.9663, -0.0620], [0.7558, 0.7533, -0.4202], [-1.4818, -0.2195, -0.3067], [-0.6912, 1.3247, 0.9944], [-0.9837, 1.8509, -0.5838], [1.1249, -0.3412, 0.1178], [-1.0455, -0.8740, -1.0615], [-1.7250, -0.8207, 0.5704], [-2.4613, 0.1010, -0.6984]],
  "forces_ev_per_angstrom": [[0.1288, 0.1419, -0.2131], [0.2010, -0.0767, 0.2784], [-0.7669, 1.0161, 0.3162], [0.2548, 0.1617, -0.0827], [-0.7172, -0.1850, -0.2663], [0.3101, -0.4830, 0.0227], [0.2729, -0.2733, -0.3581], [-0.3372, -0.3598, 0.1370], [0.0983, -0.0484, 0.0444], [0.4121, -0.0489, 0.1218], [0.1434, 0.1555, -0.0002]],
  "lowdin_charge": [-0.283, -0.059, -0.505, -0.282, -0.136, 0.082, 0.073, -0.042, 0.061, 0.047, 0.043],
  "charge": -1,
  "max_force_ev_per_a": 1.31,
  "e_tot_ha": -230.87608,
  "e_above_lowest_kcal_mol": 5.4,
  "orbital_gap_ev": 8.0,
  "homo_ev": -3.28
}

=====

4.
{
  "formula": "C2H7O2",
  "method": "ωB97M-V/def2-TZVPD",
  "species": ["O", "H", "C", "O", "C", "H", "H", "H", "H", "H", "H"],
  "xyz": [[1.4975, -2.3110, 0.6251], [0.9486, -2.9036, 0.1023], [-0.0465, 0.3122, -0.5025], [-0.4029, -0.9410, -0.0733], [-0.6777, 1.5286, 0.2911], [1.0435, 0.5464, -0.4819], [-0.4766, 0.3319, -1.5620], [0.6810, -1.5127, 0.5091], [-1.8693, 1.3007, 0.1433], [-0.4246, 1.3350, 1.2614], [-0.2728, 2.3134, -0.3126]],
  "forces_ev_per_angstrom": [[-0.7414, 0.7261, 0.1823], [0.3257, -0.4016, -0.0566], [-1.4724, -0.5443, -0.7428], [0.5306, 0.6934, 0.9812], [-3.3871, -3.1566, -3.9748], [-0.0412, -0.4404, -0.3184], [0.9439, 0.8847, 0.5416], [0.4874, -0.7689, -0.3195], [2.7356, 1.1926, 0.4988], [0.7941, 0.4275, 2.6974], [-0.1751, 1.3873, 0.5107]],
  "lowdin_charge": [-0.299, -0.047, -0.507, -0.325, -0.131, 0.087, 0.088, -0.011, 0.107, 0.007, 0.031],
  "charge": -1,
  "max_force_ev_per_a": 6.10,
  "e_tot_ha": -230.84789,
  "e_above_lowest_kcal_mol": 23.1,
  "orbital_gap_ev": 8.0,
  "homo_ev": -3.35
}

=====

5.
{
  "formula": "C2H7O2",
  "method": "ωB97M-V/def2-TZVPD",
  "species": ["C", "C", "O", "O", "H", "H", "H", "H", "H", "H", "H"],
  "xyz": [[-2.1360, -0.2573, 0.2564], [0.7502, -1.2463, 0.0335], [-0.5003, -0.3132, -0.1157], [-2.7041, 0.6834, 0.1500], [-2.1664, -1.3609, 0.5640], [1.6365, 2.8304, -0.1767], [2.2477, 3.2391, -0.2290], [1.5887, -0.4582, 0.3369], [0.5747, -1.8947, 0.9319], [0.8523, -1.6669, -1.0712], [-0.1434, 0.4446, -0.6800]],
  "forces_ev_per_angstrom": [[2.5772, -6.0570, 1.1879], [0.6526, 1.5401, -0.6893], [1.8045, 1.5126, -1.2011], [-1.7688, 3.4776, -0.5974], [-0.5947, 1.7472, -0.3247], [-0.1627, -0.0810, 0.0260], [0.1506, 0.0680, -0.0230], [-1.6835, -1.9368, -0.8853], [0.0245, 0.2555, -1.3812], [0.0709, 0.4062, 2.8890], [-1.0705, -0.9323, 0.9992]],
  "lowdin_charge": [-0.049, 0.071, -0.139, 0.318, 0.212, -0.008, 0.026, 0.141, 0.107, 0.149, 0.172],
  "charge": 1,
  "max_force_ev_per_a": 6.69,
  "e_tot_ha": -230.47416,
  "e_above_lowest_kcal_mol": 79.4,
  "orbital_gap_ev": 13.3,
  "homo_ev": -17.79
}

=====

6.
{
  "formula": "C2H7O2P",
  "method": "ωB97M-V/def2-TZVPD",
  "species": ["C", "P", "O", "C", "O", "H", "H", "H", "H", "H", "H", "H"],
  "xyz": [[0.8478, 0.3545, 1.1633], [-0.1610, 0.8085, -0.2220], [-1.2319, 1.7777, 0.1312], [-0.9179, -0.6815, -0.7777], [-1.7368, -0.5617, -1.9794], [1.0353, 1.3334, 1.6065], [0.2570, -0.1896, 1.8664], [1.7438, -0.1756, 0.9182], [0.6510, 1.2294, -1.1472], [0.0133, -1.3182, -1.0815], [-1.4304, -1.1241, 0.1507], [-2.4444, 0.0537, -1.8486]],
  "forces_ev_per_angstrom": [[-0.0053, 0.7684, -0.0626], [-3.1796, 0.4334, 2.2332], [0.2084, 0.3964, -0.0003], [0.7110, -2.1344, -1.1260], [1.5989, -0.9474, 1.1297], [0.4238, -0.0885, 0.1663], [-0.4297, -0.4910, 0.4751], [0.6251, -0.2222, -0.0833], [1.9811, 0.7527, -2.1991], [-1.8806, 0.4445, 0.4744], [0.4947, 0.3469, -1.5125], [-0.5477, 0.7412, 0.5053]],
  "lowdin_charge": [-0.195, 0.574, -0.396, -0.363, -0.099, 0.059, 0.047, 0.046, 0.014, 0.125, 0.123, 0.065],
  "smiles": "C[P@H](=O)CO",
  "max_force_ev_per_a": 3.91,
  "e_tot_ha": -572.22369,
  "e_above_lowest_kcal_mol": 18.1,
  "orbital_gap_ev": 10.8,
  "homo_ev": -9.95
}

=====

7.
{
  "formula": "C2H7O2PS",
  "method": "ωB97M-V/def2-TZVPD",
  "species": ["C", "C", "O", "O", "P", "S", "H", "H", "H", "H", "H", "H", "H"],
  "xyz": [[0.6980, -1.2876, -0.3065], [1.2085, 0.0684, 0.0115], [-1.9355, 0.6833, 1.2292], [-0.8785, 1.1975, -1.4021], [-0.4541, 0.5706, 2.1351], [0.8636, 1.3074, -1.1588], [0.8385, -1.5279, -1.3259], [1.2682, -1.9304, 0.4444], [-0.4633, -1.4242, -0.1212], [2.2057, 0.2055, 0.2392], [-1.8859, 1.4216, 0.5524], [-0.9411, 1.5602, -2.2895], [-0.5241, -0.8444, 1.9922]],
  "forces_ev_per_angstrom": [[-1.5238, -1.0765, 2.8720], [-4.2742, 1.0181, -0.1412], [1.7663, 1.2546, -0.1729], [1.7305, -0.0164, 0.5746], [-0.6775, -0.5953, -2.5896], [-0.9536, 0.4267, -0.2066], [0.5662, -0.5979, -1.1156], [-0.9777, 0.0758, -1.3602], [2.3788, 0.4463, -0.2484], [2.0563, 0.1759, 0.9002], [-0.0338, -1.1981, 1.1387], [-0.2767, -0.0340, -0.2894], [0.2192, 0.1208, 0.6385]],
  "lowdin_charge": [-0.242, -0.633, -0.513, -0.449, 0.843, 0.847, 0.043, 0.093, 0.096, 0.011, 0.024, 0.014, -0.133],
  "max_force_ev_per_a": 4.40,
  "e_tot_ha": -970.29198,
  "e_above_lowest_kcal_mol": 86.4,
  "orbital_gap_ev": [7.2, 7.1],
  "homo_ev": [-7.61, -7.51]
}

=====

8.
{
  "formula": "C2H7O2PS",
  "method": "ωB97M-V/def2-TZVPD",
  "species": ["C", "C", "O", "O", "P", "S", "H", "H", "H", "H", "H", "H", "H"],
  "xyz": [[-1.3571, 1.7752, -0.2150], [0.8036, -1.8194, -0.0293], [0.0913, 1.6626, 0.1337], [1.3479, -0.4987, 0.2115], [0.5407, 0.5037, 1.2088], [-2.5562, -1.4167, 0.4588], [-1.2971, 1.9049, -1.3487], [-1.7467, 2.6520, 0.3062], [-1.6820, 0.7616, -0.1295], [-0.0534, -1.9340, 0.7053], [1.7943, -2.4998, 0.0652], [0.3982, -1.9706, -1.1172], [1.8140, 1.3109, 1.5199]],
  "forces_ev_per_angstrom": [[3.3519, 0.2411, -2.2377], [1.5084, -0.6496, -0.8545], [-1.3409, 0.3879, 0.4251], [-0.3856, -0.8951, -0.3204], [1.9287, 1.7993, -0.7276], [-0.0867, -0.0822, 0.0953], [-0.4823, 0.3614, 1.4993], [-0.5092, -0.6807, -0.0366], [-1.4401, -0.2182, 0.7150], [1.1878, -0.7367, -0.7012], [-2.8533, 0.9794, 0.1464], [0.7151, 0.6311, 1.9655], [-1.5938, -1.1376, 0.0315]],
  "lowdin_charge": [-0.120, -0.207, -0.497, -0.496, 0.827, 0.187, 0.108, 0.085, -0.090, -0.028, 0.124, 0.097, 0.009],
  "max_force_ev_per_a": 4.04,
  "e_tot_ha": -970.26386,
  "e_above_lowest_kcal_mol": 104.1,
  "orbital_gap_ev": [6.4, 6.4],
  "homo_ev": [-9.33, -9.30]
}

=====

9.
{
  "formula": "C2H7O2PS2",
  "method": "ωB97M-V/def2-TZVPD",
  "species": ["O", "C", "P", "S", "S", "H", "H", "H", "H", "H", "C", "O", "H", "H"],
  "xyz": [[1.6094, -0.8425, -0.3978], [1.1254, 0.2282, -1.1361], [-0.3192, 0.8155, -0.0516], [-1.5427, 2.1080, -1.3336], [0.7284, 2.0235, 1.3967], [2.1486, -0.5543, 0.3729], [1.8442, 1.0966, -1.4080], [0.7005, -0.1118, -2.1936], [-2.7312, 1.3719, -0.8860], [-0.0676, 1.3220, 2.2572], [-0.8631, -1.8436, 0.8056], [-1.8716, -1.4830, 0.2947], [0.0453, -1.2283, 1.0482], [-0.8063, -2.9023, 1.2315]],
  "forces_ev_per_angstrom": [[1.5857, -0.5400, 0.3266], [-1.0570, 2.1498, -2.3296], [-0.2728, 1.3235, -1.1238], [-1.1284, -1.6436, 1.2379], [-0.6827, -0.7270, -0.1130], [-0.4888, 0.0885, -0.8796], [-0.6959, -1.5720, 0.6957], [0.8089, 0.3124, 2.4219], [1.9679, 1.2550, -0.7856], [0.6282, 0.6799, 0.0589], [0.6499, -2.1179, 2.1207], [-0.5190, 0.3422, -0.6802], [-0.8950, -0.2639, -0.3781], [0.0990, 0.7131, -0.5719]],
  "lowdin_charge": [-0.193, -0.534, 0.312, 0.254, 0.329, 0.100, 0.099, 0.122, -0.128, -0.197, -0.229, -0.057, 0.020, 0.102],
  "smiles": "OCP(S)S.C=O",
  "max_force_ev_per_a": 3.34,
  "e_tot_ha": -1368.53962,
  "e_above_lowest_kcal_mol": 89.6,
  "orbital_gap_ev": 9.2,
  "homo_ev": -8.70
}

=====

10.
{
  "formula": "C2H7O4P2",
  "method": "ωB97M-V/def2-TZVPD",
  "species": ["C", "C", "O", "O", "O", "O", "P", "P", "H", "H", "H", "H", "H", "H", "H"],
  "xyz": [[1.6228, 1.6734, 0.8193], [1.2911, 0.1234, 0.9256], [-1.4279, -1.2164, 1.0847], [-1.6020, 0.9386, -0.2414], [-1.6575, -2.6727, -1.1299], [-1.6494, -0.4912, -2.2975], [-0.6146, -1.5360, -1.7686], [-0.7938, -0.2969, 0.0757], [1.8325, 2.0053, -0.2747], [0.7977, 2.2176, 1.2279], [2.4978, 1.9026, 1.3770], [1.3383, -0.1890, 2.0516], [1.8234, -0.5200, 0.2832], [-1.8765, -2.3112, -0.2738], [-1.5819, 0.3725, -1.8590]],
  "forces_ev_per_angstrom": [[-0.0399, -1.8111, -2.3356], [-3.1502, 1.6777, 1.1597], [0.0605, -0.4888, -0.0186], [1.0851, 0.3924, -0.5153], [1.2689, -0.3140, -1.7053], [-1.5655, 1.1540, -3.5213], [0.4550, -1.8501, 1.2059], [2.5101, 0.6670, 3.8048], [-0.5923, -0.5460, 1.7746], [-0.5130, 0.5027, 0.0357], [0.9280, 0.2792, 0.5802], [-0.3170, 0.2624, -2.2109], [1.0649, -0.6643, -0.5332], [-0.6006, 0.1806, 1.6695], [-0.5938, 0.5585, 0.6096]],
  "lowdin_charge": [-0.208, -0.243, -0.456, -0.423, -0.381, -0.418, 0.649, 0.378, 0.083, 0.031, 0.014, 0.069, -0.018, -0.054, -0.023],
  "charge": -1,
  "max_force_ev_per_a": 4.61,
  "e_tot_ha": -1064.19272,
  "e_above_lowest_kcal_mol": 9.4,
  "orbital_gap_ev": 8.2,
  "homo_ev": -4.23
}